DFT (ωB97M-V with the def2-TZVPD basis set) results for a molecular structure, C5H9N2O in a non-equilibrium geometry.

Positions of all 17 atoms, in Å:
C: -0.777 -0.090 -0.013
C: 2.699 -0.067 0.066
C: 1.495 0.880 -0.026
C: -1.983 -0.804 -0.050
C: 1.692 -1.133 0.052
N: 0.627 -0.316 -0.019
N: -3.168 -0.199 0.061
O: -0.943 1.288 0.068
H: 3.391 -0.060 -0.775
H: 3.276 -0.001 0.989
H: 1.329 1.538 0.825
H: 1.412 1.452 -0.949
H: -1.978 -1.873 -0.201
H: 1.694 -2.207 0.085
H: -3.223 0.739 0.432
H: -1.536 1.611 -0.624
H: -4.007 -0.756 0.079

Values from the calculation:
Relative energy (zero: lowest compared OMol25 entry of this formula, charge and spin): 276.1 kJ/mol
LUMO level (spin up / spin down): -4.54 / -4.54 eV
E_HOMO (spin up / spin down): -12.166 / -12.166 eV
Net charge: +1
HOMO-LUMO gap (spin up / spin down): 7.627 / 7.626 eV



DFT (ωB97M-V with the def2-TZVPD basis set) results for 8 unconnected molecules or ions with the total composition C22H48Br6N4O7 in a non-equilibrium geometry.

Positions of all 87 atoms, in Å:
C: -5.058 3.356 4.672
C: -4.113 2.428 3.781
O: -2.738 2.904 3.839
C: -1.746 2.290 3.125
O: -1.985 1.339 2.346
O: -0.573 2.866 3.308
C: 0.649 2.253 2.761
H: -5.146 4.366 4.273
H: -4.478 3.434 5.592
H: -6.015 2.871 4.865
H: -4.465 2.286 2.759
H: -4.074 1.371 4.045
H: 1.581 2.543 3.245
H: 0.818 2.430 1.699
H: 0.745 1.172 2.861
C: -0.812 -2.101 -0.473
N: 0.061 -1.003 -0.964
C: 1.353 -0.945 -0.382
C: -0.190 -0.361 -2.157
O: -1.201 -0.381 -2.820
H: -1.766 -2.274 -0.972
H: -0.843 -2.058 0.616
H: -0.295 -3.040 -0.673
H: 1.977 -1.830 -0.502
H: 1.908 -0.116 -0.822
H: 1.223 -0.846 0.695
H: 0.571 0.373 -2.465
C: -3.333 4.419 -0.123
N: -2.978 3.615 -1.294
C: -2.458 2.314 -0.976
C: -3.122 4.108 -2.571
O: -2.541 3.609 -3.512
H: -3.858 5.356 -0.308
H: -2.562 4.447 0.647
H: -4.107 3.927 0.466
H: -1.759 2.382 -0.143
H: -3.157 1.675 -0.436
H: -1.990 1.793 -1.811
H: -3.765 4.997 -2.659
C: 2.746 -6.518 2.701
N: 2.754 -5.103 3.079
C: 2.872 -4.225 1.931
C: 2.708 -4.605 4.338
O: 2.711 -3.397 4.725
H: 3.098 -7.353 3.306
H: 3.497 -6.458 1.913
H: 1.707 -6.745 2.460
H: 1.931 -4.160 1.385
H: 3.168 -3.251 2.322
H: 3.639 -4.458 1.191
H: 2.390 -5.448 4.971
C: 5.933 1.924 3.330
N: 4.789 1.137 2.850
C: 4.359 -0.010 3.603
C: 4.228 1.427 1.663
O: 3.361 0.806 1.044
H: 6.045 2.854 2.771
H: 6.801 1.282 3.179
H: 5.770 2.164 4.380
H: 5.199 -0.296 4.235
H: 3.599 0.060 4.382
H: 4.155 -0.842 2.930
H: 4.601 2.365 1.222
Br: -3.986 -3.264 -2.635
C: -4.110 -1.597 -3.836
C: -5.248 -0.689 -3.339
Br: -7.011 -1.661 -3.473
H: -4.203 -1.676 -4.920
H: -3.120 -1.159 -3.707
H: -5.292 0.209 -3.956
H: -5.178 -0.178 -2.379
Br: 3.837 -3.389 -1.237
C: 5.369 -2.558 -2.265
C: 4.859 -1.756 -3.393
Br: 3.711 -0.196 -3.034
H: 5.900 -3.476 -2.517
H: 5.916 -1.917 -1.574
H: 4.284 -2.336 -4.115
H: 5.682 -1.350 -3.983
Br: -4.803 1.305 -7.298
C: -3.429 1.804 -5.985
C: -2.325 0.743 -5.897
Br: -1.268 0.581 -7.600
H: -3.992 1.898 -5.056
H: -3.204 2.812 -6.334
H: -2.663 -0.278 -5.721
H: -1.544 1.015 -5.187

Values from the calculation:
SMILES: CCOC(=O)OC.CN(C)C=O.CN(C)C=O.CN(C)C=O.CN(C)C=O.BrCCBr.BrCCBr.BrCCBr
LUMO level: 0.16 eV
E_HOMO: -8.938 eV
HOMO-LUMO gap: 9.096 eV



DFT (ωB97M-V with the def2-TZVPD basis set) results for 2 unconnected molecules or ions with the total composition C5H9NO in a non-equilibrium geometry.

Positions of all 16 atoms, in Å:
C: -2.129 0.507 0.478
C: -0.796 -0.227 0.432
C: -0.096 -0.486 -0.878
N: 1.163 -0.916 -0.288
C: 2.219 -0.273 -0.748
C: 0.441 0.278 1.225
O: 0.744 0.402 2.340
H: -2.058 1.517 0.073
H: -2.565 0.546 1.482
H: -2.832 -0.059 -0.150
H: -0.902 -1.205 0.932
H: -0.502 -1.281 -1.501
H: -0.085 0.467 -1.443
H: 1.954 1.257 0.221
H: 3.201 -0.564 -0.366
H: 2.242 0.038 -1.808

Values from the calculation:
Relative energy (zero: lowest compared OMol25 entry of this formula, charge and spin): 602.6 kJ/mol
LUMO level (spin up / spin down): -0.50 / -0.50 eV
E_HOMO (spin up / spin down): -7.447 / -7.448 eV
HOMO-LUMO gap (spin up / spin down): 6.950 / 6.951 eV



DFT (ωB97M-V with the def2-TZVPD basis set) results for 3 unconnected molecules or ions with the total composition C3H5FS in a non-equilibrium geometry.

Positions of all 10 atoms, in Å:
C: -0.187 1.241 -0.046
C: -0.675 -0.171 -0.235
C: 0.368 -1.189 0.148
H: -0.089 2.207 -1.121
H: 1.297 1.133 0.392
H: -0.988 1.787 0.858
H: 0.444 -1.609 1.149
H: 0.237 -2.003 -0.549
F: 1.704 -0.715 -0.379
S: -2.110 -0.682 -0.216

Values from the calculation:
Relative energy (zero: lowest compared OMol25 entry of this formula, charge and spin): 447.9 kJ/mol
LUMO level: -0.68 eV
E_HOMO: -9.164 eV
HOMO-LUMO gap: 8.480 eV